No. 1
DFT (ωB97M-V/def2-TZVPD) results for C6H12IrN3O7S as an isolated structure.

Structure (XYZ):
```
30
Properties=species:S:1:pos:R:3:forces:R:3
Ir 0.0388 -2.4581 0.0420 0.7 0.6 0.0
O 1.9202 -1.6833 0.7472 0.0 0.0 0.0
S 1.9241 -3.1033 1.2727 0.3 -0.2 0.1
O 3.0103 -3.5300 2.0674 -0.1 0.1 0.0
O 1.5741 -3.8884 0.0223 -0.2 -0.2 0.0
O 0.5128 -3.1332 1.9008 -0.3 0.1 0.0
O -3.1555 -2.7027 0.6213 0.0 0.0 0.4
N -2.5771 -3.6654 0.2638 0.1 0.4 -0.6
O -1.5686 -3.3770 -0.6421 -0.1 -0.8 0.2
C -0.6903 0.1282 2.0191 -0.1 -0.1 0.0
N -0.3766 0.8996 0.8197 0.0 0.1 0.1
C 0.2274 2.2118 1.0264 0.0 0.0 0.0
C -0.0434 3.0874 -0.1793 0.0 0.0 0.0
C 0.4951 2.3922 -1.4105 0.0 0.0 0.0
N -0.0166 1.0272 -1.4812 -0.1 0.0 0.0
C 0.0410 0.3983 -2.7946 0.0 0.0 0.0
C -0.4287 0.3559 -0.3969 0.2 0.0 0.0
O -0.9075 -0.8267 -0.5517 -0.5 0.0 -0.1
H -1.2243 0.7758 2.7124 0.0 0.0 0.0
H 0.2251 -0.2420 2.4832 0.0 0.0 0.0
H -1.3281 -0.7158 1.7765 0.0 0.0 0.0
H 1.3026 2.1036 1.2021 0.0 0.0 0.0
H -0.2152 2.6376 1.9256 0.0 0.0 0.0
H 0.4267 4.0621 -0.0579 0.0 0.0 0.0
H -1.1201 3.2361 -0.2819 0.0 0.0 0.0
H 1.5893 2.3680 -1.3940 0.0 0.0 0.0
H 0.1880 2.9078 -2.3208 0.0 0.0 0.0
H -0.6278 0.9153 -3.4837 0.0 0.0 0.0
H -0.2576 -0.6403 -2.7332 0.0 0.0 0.0
H 1.0620 0.4593 -3.1743 0.0 0.0 0.0
```
Positions in Å, forces in eV/Å.

Output
Kohn-Sham gap = 7.9 eV
Net charge = 0
HOMO = -8.923 eV
Energy relative to the best compared isomer or geometry (same formula, charge and spin) = 1.793 eV
LUMO level = -1.05 eV

No. 2
DFT (ωB97M-V/def2-TZVPD) results for a single C20H18ClFN2O3 molecule at a distorted geometry.

Structure (XYZ):
```
45
Properties=species:S:1:pos:R:3:forces:R:3
C -4.1143 -2.2465 0.7771 -0.3 0.0 0.1
N -3.2033 -1.3018 0.1720 -0.2 -0.1 0.0
C -3.5755 -0.0091 0.0843 -0.1 -0.4 -0.1
O -4.6618 0.4043 0.4514 0.0 0.3 0.0
C -2.5623 0.9579 -0.4300 0.4 0.9 -0.3
N -1.8032 0.8036 -1.4853 -0.6 -1.0 -0.1
O -1.0339 1.9081 -1.5988 0.3 0.6 0.0
C -1.3173 2.7526 -0.5946 -0.7 -0.3 0.7
C -2.3014 2.2116 0.1811 0.4 0.2 -0.6
H -2.7698 2.6130 1.0533 -0.1 0.1 0.2
C -0.5292 4.0154 -0.4816 -0.3 0.1 -0.2
O 0.8461 3.8316 -0.7642 0.1 0.2 0.1
C 1.5576 2.7946 -0.2412 0.3 -0.4 0.1
C 2.6229 2.3741 -1.0450 -0.2 0.1 0.2
C 3.4869 1.3736 -0.6589 0.0 -0.1 0.2
C 3.2709 0.7496 0.5572 -0.1 0.2 0.1
C 2.2339 1.1313 1.3816 0.3 -0.2 -0.2
C 1.3892 2.1629 0.9935 0.0 0.1 -0.2
Cl 0.1826 2.6272 2.1522 0.1 0.1 0.3
H 2.0916 0.6416 2.3314 0.0 0.0 0.1
F 4.0958 -0.2329 0.9604 0.0 0.1 0.0
H 4.3094 1.0702 -1.2852 0.1 -0.1 -0.1
H 2.7494 2.8783 -1.9894 0.0 0.0 -0.1
H -0.8575 4.7317 -1.2439 0.0 -0.1 0.2
H -0.6916 4.4562 0.5080 0.0 -0.1 -0.2
C -1.9058 -1.8000 -0.2348 0.5 0.1 0.0
H -1.6555 -1.3928 -1.2156 0.0 -0.3 0.1
H -1.9775 -2.8859 -0.3215 0.0 0.1 -0.1
C -0.7934 -1.4428 0.7667 -0.1 -0.1 -0.2
C 0.5471 -1.8574 0.2276 0.0 0.0 0.1
C 1.0641 -1.2333 -0.9019 0.0 -0.1 0.0
C 2.2797 -1.6287 -1.4288 0.0 0.0 -0.1
C 3.0021 -2.6451 -0.8272 0.1 -0.1 0.0
C 2.5008 -3.2637 0.3040 0.1 -0.1 0.0
C 1.2781 -2.8752 0.8237 0.0 0.0 0.0
H 0.8906 -3.3661 1.7056 -0.1 0.0 0.1
H 3.0623 -4.0518 0.7835 0.1 -0.1 0.0
H 3.9545 -2.9494 -1.2343 0.1 0.0 0.0
H 2.6640 -1.1385 -2.3112 0.0 0.0 -0.1
H 0.5137 -0.4317 -1.3714 -0.1 0.1 -0.1
H -0.9863 -1.9323 1.7231 0.0 0.0 0.0
H -0.8023 -0.3629 0.9341 0.0 0.0 0.0
H -3.6537 -2.7128 1.6500 0.0 0.0 0.0
H -4.3894 -3.0217 0.0592 0.0 0.0 0.0
H -5.0084 -1.7068 1.0837 0.1 -0.1 0.0
```
Positions in Å, forces in eV/Å.

Output
Kohn-Sham gap = 9.5 eV
Net charge = 0
HOMO = -8.809 eV
Structure (SMILES) = CN(CCc1ccccc1)C(=O)c1cc(COc2ccc(F)cc2Cl)on1
Energy relative to the best compared isomer or geometry (same formula, charge and spin) = 0.319 eV
LUMO level = 0.65 eV

No. 3
DFT (ωB97M-V/def2-TZVPD) results for C23H17BN10O3S2W as an isolated structure at a distorted geometry.

Structure (XYZ):
```
57
Properties=species:S:1:pos:R:3:forces:R:3
W -0.2867 0.3680 1.0743 0.5 1.1 0.4
C 0.7951 -2.7289 -1.7344 0.0 0.0 0.0
C 0.1027 -1.5811 -1.4149 -0.1 0.1 0.1
N 0.1482 -1.3609 -0.0827 0.1 -0.5 -0.2
N 0.8571 -2.3950 0.4529 0.0 0.0 0.0
C 1.2595 -3.2109 -0.5201 -0.1 0.1 0.0
B 1.0490 -2.5440 1.9958 0.0 -0.1 -0.1
N 1.9310 -1.3742 2.4583 0.0 0.0 -0.1
C 3.1002 -1.2740 3.0944 0.1 0.0 0.0
C 3.4301 0.0673 3.2124 0.0 0.0 0.0
C 2.3892 0.7453 2.6119 0.0 0.1 -0.1
N 1.4757 -0.1267 2.1514 0.2 -0.4 0.3
N -0.3479 -2.3292 2.6322 0.0 0.0 0.1
C -0.9840 -3.0929 3.5268 0.1 0.1 -0.1
C -2.1811 -2.4844 3.8567 0.0 0.0 0.0
C -2.2016 -1.3205 3.1105 0.0 0.2 0.0
N -1.0845 -1.2198 2.3710 0.1 -0.2 -0.1
N 1.5594 -3.9173 2.3135 0.1 0.0 0.0
C 0.9722 -5.1032 1.9911 -0.1 -0.1 0.0
C 1.7414 -6.1098 2.5089 -0.1 0.1 -0.1
C 2.8023 -5.4388 3.1470 0.0 0.0 0.0
N 2.6888 -4.1329 3.0317 0.1 0.1 0.0
H 0.9439 -3.1590 -2.7074 0.0 0.0 0.0
H -0.4294 -0.8892 -2.0422 0.0 0.0 0.0
H 1.8418 -4.0862 -0.2904 0.0 0.0 0.0
H 3.6058 -2.1693 3.4106 0.0 0.0 0.0
H 4.3108 0.4815 3.6667 0.0 0.0 0.0
H 2.2413 1.8023 2.4614 0.0 0.0 0.0
H -0.5404 -4.0116 3.8688 0.0 0.0 0.0
H -2.9276 -2.8355 4.5442 0.0 0.0 0.0
H -2.9397 -0.5390 3.0770 0.0 0.0 0.0
H 0.0551 -5.1395 1.4258 0.0 0.0 0.0
H 1.5680 -7.1679 2.4403 0.0 0.0 0.0
H 3.6372 -5.8562 3.6838 0.0 0.0 0.0
S -0.6198 1.8828 2.7984 0.1 0.3 0.3
C -1.5694 2.2407 1.3874 -0.1 -0.1 0.0
S -2.5955 0.9294 0.8648 0.0 -0.3 -0.4
C -1.3949 3.4140 0.6363 -0.2 -0.1 -0.1
C -2.1632 3.6036 -0.5400 0.1 0.1 -0.1
N -2.7525 3.7105 -1.5237 -0.1 0.0 0.0
C -0.4116 4.3662 0.9853 0.1 0.1 0.0
N 0.4200 5.1135 1.2601 0.1 0.0 0.1
O -1.0332 1.1496 -1.8926 -0.4 -0.1 0.0
C -0.1364 1.7387 -2.7330 0.1 0.1 0.1
C -0.5178 2.3244 -3.9307 0.0 0.0 0.1
C 0.4489 2.8596 -4.7651 0.0 0.0 0.0
C 1.7953 2.8011 -4.4301 0.0 0.0 0.1
C 2.1726 2.2101 -3.2402 -0.1 0.0 -0.1
C 1.2118 1.6872 -2.3698 0.4 0.2 -0.1
C 1.7140 1.1299 -1.0940 -0.7 0.0 0.1
O 2.7072 0.5117 -0.9075 0.1 0.1 0.1
O 0.8344 1.4193 -0.0147 -0.3 -0.9 -0.4
H -1.9522 1.3490 -2.1272 0.2 0.2 -0.1
H -1.5657 2.3643 -4.1979 0.0 0.0 0.0
H 0.1445 3.3236 -5.6935 0.0 0.0 0.0
H 2.5420 3.2179 -5.0899 0.0 0.0 0.0
H 3.2142 2.1557 -2.9558 0.0 0.0 0.0
```
Positions in Å, forces in eV/Å.

Output
Kohn-Sham gap (alpha / beta) = 6.7 / 6.2 eV
Net charge = +1
HOMO (alpha / beta) = -11.860 / -11.862 eV
Energy relative to the best compared isomer or geometry (same formula, charge and spin) = 0.111 eV
LUMO level (alpha / beta) = -5.13 / -5.67 eV
2S+1 = 2

> Which value of energy relative to the best compared isomer or geometry (same formula, charge and spin) does entry 1 give?

1.793 eV

> Look up the net charge of the second one.

0